1.
A single C5H5NO molecule. Source: the OMol25 dataset; level of theory: the ωB97M-V functional and the def2-TZVPD basis.

XYZ file:
```
12
Properties=species:S:1:pos:R:3:forces:R:3
N 1.7642 -2.2665 1.5141 -0.35 0.39 -0.72
C 1.2526 -1.7499 0.6168 0.67 -0.60 0.75
C 0.5428 -1.0896 -0.4510 0.37 -0.58 -0.19
C -0.8048 -0.5209 -0.0831 0.03 -0.14 -0.05
C 0.3891 0.3493 -0.3920 -1.75 0.01 0.59
C 0.2680 1.6516 -0.3214 0.04 -0.01 -0.10
O -0.9961 2.0751 0.0075 -0.29 1.46 0.11
H 0.6036 -1.5455 -1.4273 0.28 -0.17 -0.08
H -1.1484 -0.6279 0.9501 0.33 0.03 -0.26
H -1.6136 -0.5626 -0.8135 0.36 -0.02 0.04
H 0.9281 2.4828 -0.5084 0.48 -0.24 -0.18
H -1.1856 1.8040 0.9081 -0.17 -0.12 0.09
```
Forces are in eV/Å.

## Properties
HOMO level = -10.0 eV
LUMO level = 0.69 eV
Energy = -8800.2869 eV
Spin multiplicity = 1
SMILES = N#C[C@H]1C/C1=C\O
Relative energy (zero: lowest compared OMol25 entry of this formula, charge and spin) = 72.23 kcal/mol
F_max = 1.847 eV Å⁻¹

2.
A single C5H4O2 molecule. Source: the OMol25 dataset; level of theory: the ωB97M-V functional and the def2-TZVPD basis.

XYZ file:
```
11
Properties=species:S:1:pos:R:3:forces:R:3
O -2.2969 0.1087 1.3416 0.43 0.37 -0.02
C -1.2770 0.2385 0.7186 -0.35 0.33 0.02
C -1.0675 -0.2008 -0.6425 -0.29 0.38 0.26
C 0.1611 -0.5902 -1.0258 -0.49 -0.45 0.81
C 1.3399 -0.0423 -0.3630 -0.32 0.04 0.30
C 1.0899 0.6314 0.7802 0.05 -0.07 -0.32
O -0.1302 0.6929 1.3640 -0.06 0.11 -0.04
H -1.9166 -0.4630 -1.2638 -0.15 -0.33 0.60
H -0.0783 -1.5372 -1.5019 1.77 0.19 -1.57
H 2.3537 -0.0221 -0.7722 -0.52 -0.36 0.14
H 1.8220 1.1841 1.3649 -0.08 -0.22 -0.18
```
Forces are in eV/Å.

## Properties
HOMO level = -9.2 eV
LUMO level = 0.02 eV
Energy = -9343.0491 eV
Spin multiplicity = 1
SMILES = O=c1cccco1
Relative energy (zero: lowest compared OMol25 entry of this formula, charge and spin) = 26.13 kcal/mol
F_max = 2.373 eV Å⁻¹

3.
A single C11H19N3OS molecule. Source: the OMol25 dataset; level of theory: the ωB97M-V functional and the def2-TZVPD basis.

XYZ file:
```
35
Properties=species:S:1:pos:R:3:forces:R:3
C 1.3401 2.7640 -3.6302 -0.16 -0.15 -0.15
C 0.6707 1.4173 -3.8752 0.21 0.09 0.28
C 1.0222 0.4031 -2.7888 -0.35 -0.09 -0.39
C 0.3391 -0.9421 -3.0267 0.32 0.01 0.25
C 0.7645 -2.0202 -2.0324 -0.25 -0.02 0.05
C 0.3447 -1.6957 -0.6007 0.28 -0.20 -0.66
C 0.5762 -2.8546 0.3191 -0.08 0.22 0.05
O 1.0161 -3.9323 0.0044 0.09 -0.17 -0.13
N 0.2425 -2.6509 1.6557 0.22 -0.78 0.26
C -0.2588 -1.5482 2.2694 -0.38 0.41 1.20
N -0.5388 -0.4149 1.7255 0.55 -0.94 -1.18
N -1.0160 0.4843 2.5773 -0.58 1.27 0.73
C -1.1218 0.0894 3.7869 0.23 -0.87 0.36
C -1.6251 0.8985 4.9221 -0.13 0.26 0.19
C -2.0115 2.3052 4.4826 0.02 -0.13 0.10
S -0.5925 -1.5861 4.0089 -0.02 0.53 -0.82
H 1.0766 3.4719 -4.4127 0.03 0.14 -0.03
H 1.0265 3.1768 -2.6738 0.00 0.09 0.10
H 2.4226 2.6550 -3.6168 0.13 0.04 0.02
H 0.9816 1.0291 -4.8480 -0.07 -0.05 -0.04
H -0.4130 1.5515 -3.9042 -0.05 -0.05 -0.07
H 0.7190 0.8059 -1.8210 0.07 0.05 0.11
H 2.1052 0.2592 -2.7690 0.09 0.01 0.08
H 0.5810 -1.2864 -4.0350 -0.07 0.01 -0.05
H -0.7442 -0.8097 -2.9757 -0.09 0.00 -0.07
H 1.8476 -2.1495 -2.0679 0.03 -0.09 -0.04
H 0.3152 -2.9731 -2.3185 0.10 -0.03 0.00
H -0.7148 -1.4323 -0.5598 0.04 0.10 0.07
H 0.8914 -0.8357 -0.2115 -0.14 0.02 0.04
H 0.4077 -3.4576 2.2470 0.01 0.11 -0.25
H -2.4874 0.3869 5.3607 0.07 0.02 0.05
H -0.8492 0.9404 5.6926 -0.08 -0.03 0.02
H -2.7878 2.2621 3.7243 -0.05 0.06 -0.07
H -1.1524 2.8154 4.0573 0.03 0.09 -0.06
H -2.3770 2.8731 5.3341 -0.03 0.06 0.05
```
Forces are in eV/Å.

## Properties
HOMO level = -9.2 eV
LUMO level = 0.49 eV
Energy = -29068.5938 eV
Spin multiplicity = 1
SMILES = CCCCCCC(=O)Nc1nnc(CC)s1
Relative energy (zero: lowest compared OMol25 entry of this formula, charge and spin) = 12.52 kcal/mol
F_max = 1.604 eV Å⁻¹

4.
A single C3H7NOS molecule. Source: the OMol25 dataset; level of theory: the ωB97M-V functional and the def2-TZVPD basis.

XYZ file:
```
13
Properties=species:S:1:pos:R:3:forces:R:3
C 2.3422 -0.0691 0.4119 -1.25 -0.85 -1.06
S 1.0014 0.2872 -0.8415 0.93 -0.10 0.53
C -0.3518 -0.8076 -0.3848 -1.39 -0.24 -1.82
C -1.7195 -0.0863 -0.1687 -0.93 0.73 -0.15
N -1.7714 1.2897 -0.0828 0.24 -1.12 0.09
O -2.7841 -0.6859 -0.1541 0.91 -0.57 0.04
H 3.2924 -0.1078 -0.1421 -0.38 0.17 0.63
H 2.2088 0.6609 1.1617 0.68 1.12 0.67
H 2.1053 -1.0020 0.9302 0.28 -0.19 -0.50
H -0.5172 -1.4506 -1.3191 -0.01 0.67 1.49
H -0.1758 -1.4782 0.4477 0.23 0.06 0.15
H -0.9173 1.8081 0.0346 -0.20 0.28 -0.01
H -2.7130 1.6417 0.1070 0.89 0.03 -0.07
```
Forces are in eV/Å.

## Properties
HOMO level = -8.9 eV
LUMO level = 0.75 eV
Energy = -17597.3905 eV
Spin multiplicity = 1
SMILES = CSCC(N)=O
Relative energy (zero: lowest compared OMol25 entry of this formula, charge and spin) = 12.42 kcal/mol
F_max = 2.302 eV Å⁻¹